# 1
Molecular formula: C19H24N2O4PdS3
Method: DFT, ωB97M-V/def2-TZVPD

Each line ends with the Mulliken charge.
Element x y z (Å)
Pd1 1.301 0.282 -0.424  0.941
C1 0.265 3.041 1.599  -1.580
C2 0.866 3.449 0.267  1.684
C3 0.870 4.956 0.078  -1.788
O1 2.228 2.968 0.252  -0.571
C4 0.048 2.807 -0.874  0.564
O2 -1.049 3.269 -1.110  -0.639
O3 0.596 1.820 -1.562  -0.885
H1 0.785 3.544 2.417  0.449
H2 0.345 1.965 1.743  0.270
H3 -0.791 3.311 1.619  0.309
H4 1.457 5.426 0.868  0.420
H5 -0.150 5.338 0.104  0.323
H6 1.304 5.221 -0.890  0.430
H7 2.509 3.045 -0.668  0.417
N1 3.537 0.443 -0.887  -0.415
C5 4.248 -0.834 -0.747  -0.721
C6 3.523 -1.682 0.280  -0.486
N2 2.146 -1.835 -0.185  -0.322
H8 3.704 0.880 -1.785  0.230
H9 3.807 1.109 -0.170  0.274
H10 5.293 -0.707 -0.461  0.384
H11 4.225 -1.339 -1.714  0.339
H12 3.499 -1.164 1.240  0.302
H13 4.054 -2.626 0.417  0.407
H14 1.513 -2.186 0.530  0.101
H15 2.095 -2.454 -0.985  0.198
O4 -0.136 -0.520 0.575  -1.002
C7 -1.317 -1.196 0.189  4.581
C8 -1.456 -1.552 -1.298  -0.935
C9 -0.586 -1.436 -2.337  -0.626
C10 -1.137 -1.830 -3.593  -0.776
C11 -2.427 -2.238 -3.484  -0.714
S1 -2.981 -2.124 -1.874  0.058
C12 -2.512 -0.298 0.538  -0.752
C13 -2.786 0.909 -0.030  -0.506
C14 -3.950 1.520 0.518  -0.881
C15 -4.533 0.756 1.485  -0.405
S2 -3.669 -0.695 1.741  -0.116
C16 -1.320 -2.454 1.061  -1.189
C17 -0.906 -2.471 2.363  -0.310
C18 -1.012 -3.754 2.968  -0.783
C19 -1.499 -4.688 2.105  -0.547
S3 -1.830 -4.020 0.569  -0.085
H16 0.428 -1.090 -2.251  0.663
H17 -0.591 -1.795 -4.526  0.395
H18 -3.090 -2.587 -4.261  0.458
H19 -2.178 1.357 -0.808  0.601
H20 -4.333 2.479 0.192  0.425
H21 -5.424 0.962 2.059  0.441
H22 -0.543 -1.583 2.861  0.517
H23 -0.747 -3.963 3.995  0.389
H24 -1.693 -5.734 2.291  0.464

Output
HOMO ... -7.93 eV
Energy relative to the best compared isomer or geometry (same formula, charge and spin) ... 28.7 kJ/mol
Orbital gap ... 0.2723 Eh
F_max ... 3.00 eV Å⁻¹
LUMO ... -0.0191 hartree
Spin multiplicity ... 1

# 2
Molecular formula: C41H50ClF40INO8S
Method: DFT, ωB97M-V/def2-TZVPD

Each line ends with the Mulliken charge.
Element x y z (Å)
C1 6.173 -0.153 1.721  -2.197
C2 5.213 0.636 0.828  2.436
C3 3.797 0.136 1.191  -1.831
C4 5.382 2.126 1.190  -3.170
C5 5.562 3.195 0.105  3.887
C6 6.544 4.219 0.724  -1.217
C7 6.929 5.419 -0.139  -0.959
C8 6.189 6.726 0.098  -1.167
I1 6.261 7.415 2.105  0.027
C9 4.280 3.979 -0.252  -2.414
C10 2.908 3.298 -0.080  -0.041
C11 1.926 3.987 -1.031  -0.950
C12 0.395 3.961 -0.781  -0.982
S1 -0.331 2.915 0.446  0.976
O1 -1.734 3.058 0.305  -0.528
O2 0.224 1.613 0.414  -0.440
Cl1 0.135 3.823 2.204  -0.241
C13 6.267 2.590 -1.114  -2.944
C14 5.707 1.292 -1.645  1.908
C15 6.728 0.741 -2.637  -2.101
C16 4.404 1.502 -2.441  -1.794
N1 5.480 0.257 -0.591  0.665
O3 6.065 -0.858 -0.760  -0.527
H1 5.900 -1.193 1.758  0.465
H2 6.080 0.255 2.720  0.531
H3 7.199 -0.034 1.402  0.501
H4 3.433 -0.503 0.403  0.386
H5 3.090 0.934 1.338  0.219
H6 3.835 -0.477 2.076  0.424
H7 4.558 2.408 1.830  0.476
H8 6.255 2.193 1.822  0.423
H9 7.456 3.668 0.920  0.677
H10 6.168 4.535 1.689  0.580
H11 6.847 5.207 -1.199  0.267
H12 7.974 5.626 0.049  0.432
H13 6.655 7.499 -0.491  0.586
H14 5.169 6.674 -0.242  0.352
H15 4.350 4.342 -1.271  0.354
H16 4.263 4.846 0.394  0.808
H17 2.975 2.253 -0.333  0.216
H18 2.611 3.407 0.948  0.692
H19 2.205 5.032 -1.064  0.382
H20 2.097 3.585 -2.017  0.369
H21 0.037 4.961 -0.584  0.457
H22 -0.118 3.610 -1.665  0.383
H23 7.326 2.497 -0.916  0.505
H24 6.165 3.294 -1.930  0.636
H25 6.892 1.528 -3.364  0.515
H26 6.349 -0.114 -3.173  0.465
H27 7.678 0.537 -2.167  0.388
H28 4.619 1.445 -3.497  0.481
H29 3.958 2.469 -2.275  0.254
H30 3.701 0.709 -2.236  0.320
C17 -2.101 -1.977 -0.187  -1.045
C18 -3.348 -1.645 0.637  0.851
C19 -3.149 -1.267 2.104  0.150
F1 -2.611 -2.288 2.803  -0.258
F2 -4.366 -0.985 2.639  -0.217
F3 -4.248 -2.654 0.541  -0.298
F4 -3.918 -0.559 0.046  -0.266
O4 -1.824 -3.349 -0.392  -0.443
C20 -1.122 -4.094 0.510  0.865
C21 -1.955 -5.276 1.012  0.168
F5 -3.075 -4.834 1.619  -0.188
F6 -1.222 -5.969 1.913  -0.272
F7 -0.657 -3.359 1.535  -0.284
F8 -0.057 -4.625 -0.133  -0.300
H31 -2.313 -1.606 -1.187  0.405
H32 -1.230 -1.424 0.165  0.703
H33 -2.510 -0.385 2.192  0.208
H34 -2.225 -5.926 0.178  0.237
C22 -7.199 -1.131 5.223  -0.711
C23 -6.893 -2.350 6.105  0.826
C24 -7.128 -3.738 5.505  0.136
F9 -8.432 -3.920 5.208  -0.225
F10 -6.766 -4.665 6.422  -0.268
F11 -7.545 -2.243 7.283  -0.276
F12 -5.555 -2.296 6.368  -0.316
O5 -8.434 -0.474 5.427  -0.404
C25 -9.573 -0.860 4.781  0.802
C26 -10.654 -1.293 5.776  0.183
F13 -10.226 -2.340 6.507  -0.219
F14 -11.752 -1.670 5.082  -0.257
F15 -9.346 -1.810 3.856  -0.275
F16 -10.063 0.227 4.138  -0.306
H35 -6.459 -0.389 5.512  0.411
H36 -7.023 -1.344 4.169  0.406
H37 -6.524 -3.876 4.604  0.262
H38 -10.905 -0.463 6.440  0.242
C27 -6.496 3.752 -0.756  -1.052
C28 -5.536 2.621 -1.140  1.171
C29 -4.150 3.030 -1.645  0.096
F17 -4.248 3.750 -2.788  -0.252
F18 -3.432 1.911 -1.920  -0.163
F19 -6.133 1.798 -2.033  -0.239
F20 -5.332 1.901 -0.001  -0.321
O6 -7.454 4.128 -1.719  -0.408
C30 -7.173 5.060 -2.676  0.786
C31 -7.290 4.464 -4.082  0.172
F21 -6.419 3.447 -4.229  -0.186
F22 -6.987 5.426 -4.984  -0.267
F23 -5.970 5.641 -2.491  -0.285
F24 -8.112 6.030 -2.592  -0.311
H39 -7.085 3.349 0.065  0.456
H40 -5.958 4.614 -0.362  0.366
H41 -3.620 3.612 -0.891  0.243
H42 -8.306 4.104 -4.253  0.259
C32 9.741 -4.509 1.659  -0.761
C33 9.626 -5.995 1.287  0.896
C34 10.524 -6.519 0.163  0.076
F25 10.241 -5.914 -1.008  -0.211
F26 10.302 -7.847 0.023  -0.268
F27 8.341 -6.310 1.032  -0.265
F28 10.013 -6.689 2.398  -0.331
O7 8.772 -3.627 1.136  -0.329
C35 8.921 -3.022 -0.082  0.648
C36 7.793 -3.417 -1.039  0.415
F29 7.807 -4.753 -1.240  -0.244
F30 8.010 -2.807 -2.228  -0.260
F31 10.135 -3.261 -0.625  -0.320
F32 8.830 -1.688 0.115  -0.229
H43 9.566 -4.484 2.732  0.398
H44 10.753 -4.136 1.499  0.323
H45 11.578 -6.363 0.409  0.291
H46 6.823 -3.115 -0.643  0.177
C37 -5.261 -2.279 -2.656  -0.512
C38 -4.291 -2.540 -3.816  0.904
C39 -4.120 -1.433 -4.859  0.196
F33 -5.278 -1.197 -5.507  -0.229
F34 -3.199 -1.836 -5.766  -0.291
F35 -4.597 -3.704 -4.422  -0.302
F36 -3.050 -2.681 -3.252  -0.305
O8 -6.555 -2.837 -2.753  -0.410
C40 -7.583 -2.175 -3.360  0.795
C41 -8.122 -2.968 -4.555  0.149
F37 -7.153 -3.148 -5.474  -0.224
F38 -9.129 -2.265 -5.123  -0.263
F39 -7.255 -0.917 -3.712  -0.248
F40 -8.600 -2.097 -2.470  -0.311
H47 -4.819 -2.796 -1.808  0.251
H48 -5.296 -1.221 -2.392  0.321
H49 -3.771 -0.510 -4.386  0.188
H50 -8.493 -3.939 -4.222  0.257

Output
HOMO (alpha / beta) ... -8.25 / -9.73 eV
⟨S²⟩ ... 0.75
Orbital gap (alpha / beta) ... 0.2927 / 0.3473 Eh
F_max ... 1.57 eV Å⁻¹
LUMO (alpha / beta) ... -0.0103 / -0.0103 hartree
Spin multiplicity ... 2

# 3
Molecular formula: C6H14AuCl3GeO3
Method: DFT, ωB97M-V/def2-TZVPD

Each line ends with the Mulliken charge.
Element x y z (Å)
Au1 -1.042 0.407 0.042  0.875
C1 -1.154 3.570 0.159  -0.620
O1 -0.328 2.347 0.094  -0.345
C2 1.076 2.512 0.479  -0.430
C3 1.900 1.337 -0.011  -0.505
O2 1.261 0.068 0.353  -0.299
C4 1.987 -0.865 1.135  -0.519
C5 1.619 -0.970 2.666  -0.347
O3 0.301 -1.342 2.850  -0.049
C6 0.026 -2.438 3.719  -0.544
H1 -0.510 4.440 0.072  0.360
H2 -1.860 3.542 -0.665  0.255
H3 -1.689 3.607 1.104  0.283
H4 1.461 3.416 0.009  0.458
H5 1.157 2.647 1.558  0.344
H6 1.968 1.361 -1.098  0.338
H7 2.915 1.381 0.380  0.433
H8 1.853 -1.854 0.698  0.363
H9 3.047 -0.605 1.134  0.405
H10 2.307 -1.654 3.165  0.513
H11 1.737 0.052 3.070  0.274
H12 0.414 -2.201 4.724  0.370
H13 -1.042 -2.612 3.732  0.284
H14 0.589 -3.324 3.382  0.377
Cl1 -3.346 -1.634 -1.614  -0.017
Ge1 -3.199 0.384 -1.189  0.828
Cl2 -4.323 1.095 0.405  -0.051
Cl3 -2.918 1.654 -2.791  -0.034

Output
HOMO (alpha / beta) ... -21.42 / -21.41 eV
⟨S²⟩ ... 0.75
Total charge ... +3
Orbital gap (alpha / beta) ... 0.2634 / 0.2358 Eh
F_max ... 1.60 eV Å⁻¹
LUMO (alpha / beta) ... -0.5238 / -0.5510 hartree
Spin multiplicity ... 2

# 4
Molecular formula: C17H22N2O7
Method: DFT, ωB97M-V/def2-TZVPD

Each line ends with the Mulliken charge.
Element x y z (Å)
C1 6.051 1.684 1.175  -1.117
C2 5.113 2.160 0.076  -0.280
O1 3.873 1.453 0.103  -0.316
C3 3.846 0.257 -0.503  0.514
O2 4.789 -0.222 -1.086  -0.634
C4 2.523 -0.396 -0.393  0.148
C5 2.302 -1.589 -1.076  -1.100
C6 1.082 -2.224 -1.003  -0.320
C7 0.030 -1.681 -0.258  0.108
N1 -1.207 -2.298 -0.138  0.425
C8 -2.398 -1.581 -0.573  -0.150
C9 -3.611 -2.161 0.155  -0.651
O3 -3.739 -3.540 -0.103  -0.390
C10 -2.579 -4.233 0.287  -0.808
C11 -1.333 -3.711 -0.439  -0.754
C12 0.273 -0.492 0.463  -0.118
N2 -0.722 -0.014 1.340  -0.163
C13 -1.277 1.214 1.447  0.455
O4 -2.085 1.467 2.318  -0.676
C14 -0.969 2.213 0.331  -0.437
O5 -2.000 2.102 -0.648  -0.557
C15 -3.240 2.676 -0.264  -0.152
C16 -3.327 4.146 -0.704  0.405
O6 -4.164 4.902 -0.310  -0.557
O7 -2.386 4.483 -1.585  -0.528
C17 1.504 0.133 0.395  -0.534
H1 6.315 0.642 1.011  0.319
H2 6.957 2.282 1.165  0.390
H3 5.572 1.779 2.147  0.297
H4 5.579 2.020 -0.905  0.327
H5 4.843 3.210 0.214  0.317
H6 3.104 -1.999 -1.671  0.485
H7 0.929 -3.139 -1.553  0.509
H8 -2.306 -0.516 -0.374  0.086
H9 -2.538 -1.720 -1.657  0.211
H10 -4.532 -1.696 -0.199  0.356
H11 -3.511 -1.988 1.238  0.340
H12 -2.753 -5.282 0.042  0.372
H13 -2.430 -4.133 1.373  0.343
H14 -0.454 -4.242 -0.072  0.486
H15 -1.447 -3.890 -1.519  0.409
H16 -1.121 -0.712 1.959  0.272
H17 -0.930 3.225 0.749  0.451
H18 -0.043 1.980 -0.193  0.354
H19 -3.419 2.594 0.812  0.318
H20 -4.024 2.120 -0.788  0.356
H21 -1.829 3.701 -1.769  0.425
H22 1.692 1.016 0.986  0.761

Output
HOMO ... -8.67 eV
Energy relative to the best compared isomer or geometry (same formula, charge and spin) ... 18.8 kJ/mol
Orbital gap ... 0.3272 Eh
F_max ... 0.70 eV Å⁻¹
SMILES ... CCOC(=O)c1ccc(N2CCOCC2)c(NC(=O)COCC(=O)O)c1
LUMO ... 0.0084 hartree
Spin multiplicity ... 1